Below is a 2-piece molecular cluster, C26H55BN4O4S2 overall at a distorted geometry, with properties calculated with ωB97M-V/def2-TZVPD.

XYZ file:
```
92
Properties=species:S:1:pos:R:3:forces:R:3:mulliken_charge:R:1
C 2.285528 7.317796 1.777148 -0.8107 0.4416 -0.5978 -0.846
C 0.779983 7.809989 1.257527 0.8998 0.3414 -0.8847 -0.404
C 0.774731 7.572627 -0.373686 -0.0764 -0.8641 0.3108 -0.877
C 0.562312 5.990013 -0.748584 0.4439 -0.9688 -0.1699 -0.343
C 1.393595 5.647021 -2.134853 -0.4566 0.3408 -0.8670 -0.530
C 0.559543 4.745466 -3.220665 -0.7030 0.3685 -0.1317 -0.843
C -0.160784 3.406568 -2.607220 -0.7812 -0.5141 0.4462 -0.099
C 0.645079 1.994526 -2.933711 0.6691 1.4711 -0.1745 -0.661
N 0.077775 0.822459 -2.105944 1.1668 -0.9662 -1.6750 0.166
C -1.373846 0.668770 -2.501090 -1.9958 -0.5758 0.7476 -0.361
C -1.926850 -0.873553 -2.544535 -1.7525 0.3668 -0.4557 -0.337
C -3.542825 -0.765427 -2.962037 0.7862 0.2794 -0.5293 -0.671
C -4.516219 -0.381799 -1.699959 -1.0382 -0.1049 -1.1524 -0.618
C -4.989607 1.211254 -1.695256 -0.5253 0.0458 0.6508 -0.239
C -6.447485 1.463376 -2.415781 -0.8679 0.5299 -0.1299 -0.563
C -7.379789 2.591363 -1.629974 -0.1910 0.3169 -0.4306 -0.553
C -6.689834 4.075836 -1.539461 -0.7546 0.1825 -0.2123 -0.807
C 0.900309 -0.417262 -2.377670 0.7974 -0.4095 -1.3002 -0.233
S 1.358609 -1.020901 -3.899820 -0.7194 1.2601 2.4013 -0.137
S 1.536684 -1.396128 -0.870809 0.2020 1.1198 -0.8592 -0.011
C 3.195380 -2.221280 -1.335236 0.9874 0.1442 -1.3084 -0.770
C 4.174393 -2.468773 -0.036298 0.2092 0.0854 -0.5137 -0.512
C 4.167917 -4.004044 0.544632 0.7794 0.0656 0.6124 -0.604
C 2.883504 -4.377404 1.494295 -0.2136 -0.2997 -1.1123 1.011
O 2.259708 -3.234375 2.178965 1.4631 -0.6533 -0.5925 -0.563
C 1.709664 -4.979702 0.466240 -0.5630 1.4510 0.7798 -0.838
N 1.765039 -6.485133 0.314614 -0.0896 0.0292 3.6918 -0.271
C 1.370849 -7.034723 1.670268 1.5251 1.7367 0.7758 0.105
N 0.555480 -8.137436 1.871875 -0.4907 0.5289 -0.3876 -0.382
N 1.864258 -6.289870 2.893055 0.1175 -0.3867 -3.5972 -0.273
C 3.180109 -5.588883 2.586840 0.5877 0.7934 -1.4542 -0.603
B 3.890288 -5.077477 3.980018 1.3801 0.7474 2.7661 0.856
O 4.498766 -3.731696 4.196412 -2.4211 -2.9422 1.0075 -0.590
O 3.981782 -6.007197 5.161137 -1.6381 2.5713 -1.6273 -0.452
C 2.760402 -5.898902 5.992332 -1.3256 -1.5292 0.4536 -0.153
C 3.026738 -6.126504 7.605846 -0.6314 0.2807 0.3256 -0.979
H 2.713304 6.549171 0.990226 -0.8728 1.3225 1.8510 0.200
H 2.994764 8.258739 1.736890 -1.3375 -1.9930 0.4100 0.283
H 2.169078 6.852773 2.846216 0.6651 0.9400 -2.0790 0.262
H -0.077648 7.214542 1.810570 1.7229 1.3917 -1.2807 0.303
H 0.700448 8.986148 1.414657 -0.0945 -2.6223 0.0016 0.251
H 1.853103 7.872190 -0.764034 -2.2949 -0.3814 0.7286 0.310
H -0.062131 8.177541 -0.942673 1.7802 -1.0659 1.2330 0.301
H -0.581186 5.690556 -0.855202 2.3595 0.9140 0.1389 0.407
H 0.996832 5.246514 0.077981 -0.9317 1.8502 -1.5053 0.194
H 2.415254 5.107603 -1.947299 -1.8167 1.2093 -0.0639 0.182
H 1.586414 6.703118 -2.656929 -0.1412 -2.3984 0.9964 0.380
H 1.217584 4.440922 -4.159329 -1.1930 0.6617 2.0077 0.308
H -0.307963 5.449780 -3.639766 1.8513 -1.6086 0.9012 0.329
H -1.275184 3.405434 -3.034870 2.5090 -0.2958 0.8730 0.104
H -0.293700 3.423263 -1.426006 0.4228 0.2612 -2.4844 0.261
H 1.777956 2.191488 -2.643755 -2.3265 -0.6361 -0.5019 0.277
H 0.600078 1.761834 -4.079780 0.0369 0.3228 2.0407 0.378
H -2.006411 1.223505 -1.653900 1.3513 -1.1710 -1.8542 0.017
H -1.666607 1.220851 -3.507792 0.9725 -1.3129 1.8195 0.242
H -1.443754 -1.549022 -3.380442 -0.6226 1.4903 1.9536 0.247
H -1.921254 -1.375192 -1.480393 0.4436 0.9006 -2.1163 0.200
H -3.853752 -1.767493 -3.515086 0.5476 2.0123 1.4122 0.354
H -3.584111 0.079690 -3.800814 -0.1857 -1.7346 1.7943 0.296
H -4.049812 -0.737677 -0.687627 -0.7467 0.8575 -1.8928 0.296
H -5.525025 -0.998535 -1.858695 2.1670 1.2328 0.5356 0.295
H -4.219230 1.931626 -2.206278 -1.2681 -1.5300 1.1246 0.089
H -5.115234 1.539556 -0.558721 0.3560 -0.5706 -2.4368 0.282
H -7.084256 0.477841 -2.473227 1.3418 1.7169 0.1968 0.285
H -6.361870 1.856323 -3.538247 0.1202 -0.8986 2.3938 0.213
H -7.696045 2.261696 -0.552477 0.8004 0.2722 -2.0039 0.287
H -8.390547 2.716966 -2.246215 2.0832 -0.4172 1.3024 0.287
H -7.111998 4.638290 -0.595423 0.9508 -1.1260 -1.8429 0.238
H -5.521286 4.079755 -1.474552 -2.2571 0.0973 -0.0594 0.283
H -7.058134 4.698071 -2.478562 1.0567 -1.2286 1.8729 0.238
H 2.961807 -3.201706 -1.932217 0.6040 1.8174 1.1756 0.356
H 3.797163 -1.502173 -2.069960 -1.6265 -1.4783 1.5016 0.412
H 5.290418 -2.247446 -0.395764 -2.5073 -0.5293 0.7545 0.357
H 3.918587 -1.644188 0.760558 0.5232 -1.8002 -1.3688 0.280
H 4.212759 -4.784916 -0.346653 -0.1617 1.6803 1.7228 0.231
H 5.190179 -4.157231 1.138428 -2.2271 0.3606 -1.0674 0.320
H 2.929190 -2.551371 2.477924 -0.7973 -1.4673 -0.5332 0.410
H 0.661630 -4.689472 0.958212 2.2491 -0.6519 -1.2824 0.298
H 1.755138 -4.502076 -0.602728 0.0075 -0.8655 2.1771 0.093
H 2.751016 -6.756891 0.085375 -1.1674 -0.1277 -0.1178 0.372
H 0.936530 -9.104884 2.046952 -0.7952 1.8022 -0.0655 0.246
H -0.486839 -7.943654 1.830367 1.8946 -0.8851 -0.1943 0.255
H 1.190480 -5.556074 3.219635 0.3584 -1.1673 0.0508 0.409
H 3.938376 -6.351893 2.085115 -1.6604 1.3326 1.0479 0.104
H 4.381820 -3.551932 5.192932 0.7243 -0.4975 -2.1232 0.324
H 2.147592 -4.911626 5.752801 1.3823 -1.7534 0.7694 0.259
H 2.063578 -6.803875 5.653092 1.3076 1.9866 0.7339 0.180
H 3.747316 -5.324600 8.085706 -1.3112 -1.7388 -1.1638 0.264
H 1.982416 -5.996696 8.168098 2.1682 -0.2228 -1.3769 0.315
H 3.379283 -7.231799 7.871628 -0.5356 2.5255 -0.8943 0.257
O -4.402588 6.046264 -0.527026 1.4310 -0.5364 -0.0183 -0.846
H -5.294714 6.341780 -0.529534 -1.2792 0.4704 -0.0003 0.210
```
Forces are in eV/Å.

## Properties
**Charge**: 0
**Energy**: -2364.20761 a.u.